(1)
The following is a quantum chemistry calculation of the molecule C4H9N3 in a non-equilibrium geometry, from the Open Molecules 2025 dataset.

The geometry in XYZ format:
```
16
Properties=species:S:1:pos:R:3:forces:R:3
C 1.0484 -0.7237 -1.3340 -0.1 0.1 -0.1
N -0.8228 2.1979 -0.0126 -0.2 0.0 0.1
C 0.9240 0.0226 -0.0477 -0.2 -1.7 1.7
N -1.0479 -1.4477 0.5829 0.1 -0.2 0.0
C -1.1776 1.0194 0.2768 -1.1 0.8 0.2
C -0.4056 -0.1762 0.7921 1.7 1.1 -1.2
N 1.9126 0.6697 0.3875 0.5 0.8 -0.4
H 0.1629 2.4194 0.1307 0.1 -0.4 0.0
H 1.7776 1.1439 1.2783 -0.2 -0.3 0.2
H -1.7731 -1.6206 1.2687 0.0 0.0 -0.2
H -1.4176 -1.5403 -0.3563 -0.1 0.0 0.2
H -2.2352 0.8016 0.1213 -0.2 -0.1 -0.1
H -0.1798 -0.0383 1.8568 0.0 -0.1 -0.2
H 0.2791 -0.3982 -2.0332 -0.1 0.0 -0.2
H 2.0302 -0.5398 -1.7600 0.0 0.0 0.0
H 0.9248 -1.7896 -1.1512 -0.1 -0.1 0.0
```
Forces are in eV/Å.

Output
- ΔE to the lowest compared entry with this formula, charge and spin: 32.9 kcal per mole
- SMILES: [H]/N=C\[C@@H](N)/C(C)=N\[H]
- Lowest unoccupied orbital energy: 0.86 eV

***

(2)
The following is a quantum chemistry calculation of the molecule C4H9N3 in a non-equilibrium geometry, from the Open Molecules 2025 dataset.

The geometry in XYZ format:
```
16
Properties=species:S:1:pos:R:3:forces:R:3
C 1.3233 0.1353 -0.0070 1.0 0.3 0.7
C 0.5529 -1.1398 0.2210 1.2 -1.1 -1.2
C -1.5518 -0.0471 0.1363 0.3 0.6 0.8
C -0.8278 1.2880 -0.1668 -1.2 0.3 -0.7
H 2.9754 -0.7948 -0.2455 -0.5 1.3 0.3
H 0.5674 -1.4287 1.2698 -0.3 0.3 0.6
H 1.1531 -1.9286 -0.2730 -0.3 0.3 0.2
H -1.1932 -2.0111 -0.4562 0.5 0.9 0.2
H -1.6587 -0.2005 1.2504 0.0 0.4 -0.7
H -2.5698 0.0034 -0.3021 0.7 -0.2 0.1
H -0.9050 1.4698 -1.2744 -0.4 -0.1 0.8
H -1.3408 2.1218 0.3800 0.5 -0.7 -0.5
H 1.0120 2.1582 -0.0963 0.6 -0.2 0.0
N 2.5994 0.1846 -0.1581 -0.3 -1.1 -0.4
N -0.7207 -1.0923 -0.4295 -1.4 -0.8 -0.5
N 0.5842 1.2818 0.1514 -0.4 -0.2 0.4
```
Forces are in eV/Å.

Output
- ΔE to the lowest compared entry with this formula, charge and spin: 16.1 kcal per mole
- SMILES: [H]/N=C1\CNCCN1
- Lowest unoccupied orbital energy: 0.93 eV

***

(3)
The following is a quantum chemistry calculation of the molecule C4H9N3 in a non-equilibrium geometry, from the Open Molecules 2025 dataset.

The geometry in XYZ format:
```
16
Properties=species:S:1:pos:R:3:forces:R:3
C 2.7418 -0.4881 -0.7949 0.1 -0.1 0.0
N -0.8424 -0.7687 -0.4000 -1.1 -0.9 0.9
C -1.4723 0.1732 0.3891 0.7 0.6 -0.3
N -2.8453 0.2233 0.1201 0.0 -0.1 -0.4
C 1.3927 -0.2772 -0.1741 1.2 -1.3 0.9
C -0.8516 1.0395 1.2238 -0.6 -0.3 0.7
N 0.4547 -1.0462 -0.5806 -0.1 1.5 -1.6
H -1.4476 -1.3068 -1.0067 0.3 -0.1 0.4
H -3.3357 0.9149 0.6645 0.0 0.0 -0.1
H -3.0878 0.2634 -0.8662 0.0 0.1 0.3
H 1.4476 0.2435 0.7791 -0.6 0.6 -0.5
H 0.0245 0.8315 1.8057 0.3 -0.1 -0.4
H -1.4509 1.8164 1.6733 -0.3 0.1 -0.1
H 3.2409 0.4688 -0.9763 -0.1 0.0 0.0
H 2.6473 -1.0320 -1.7328 0.0 0.0 0.0
H 3.3838 -1.0554 -0.1243 0.2 -0.1 0.1
```
Forces are in eV/Å.

Output
- ΔE to the lowest compared entry with this formula, charge and spin: 57.3 kcal per mole
- SMILES: C=C(N)N/N=C/C
- Lowest unoccupied orbital energy: 1.05 eV